No. 1
The following is a DFT calculation (ωB97M-V/def2-TZVPD) of a molecular structure, C8H25BMnNO3.

Last column: Löwdin charge in e.
Element x y z (Å)
Mn: -0.19 -0.90 -0.30  0.7240
C: -3.31 -1.83 0.03  -0.1126
C: -3.10 -1.02 -1.26  -0.4764
O: -1.88 -0.38 -1.33  -0.3877
H: -2.48 -2.49 0.25  0.0549
H: -4.23 -2.41 -0.10  0.0588
H: -3.48 -1.17 0.89  0.0575
H: -3.94 -0.30 -1.33  0.0836
H: -3.19 -1.74 -2.10  0.0907
C: 2.62 -0.79 2.53  -0.1222
C: 1.12 -0.53 2.59  -0.4950
O: 0.43 -1.21 1.63  -0.3570
H: 3.11 -0.34 3.41  0.0539
H: 3.06 -0.36 1.62  0.0480
H: 2.88 -1.85 2.52  0.0651
H: 1.02 0.58 2.47  0.0814
H: 0.76 -0.82 3.60  0.0902
B: 0.54 -2.91 -1.20  -0.4281
H: 1.45 -2.14 -1.01  -0.0465
H: -0.08 -3.06 -0.17  -0.0315
H: -0.24 -2.29 -1.88  -0.0381
H: 0.83 -3.96 -1.73  -0.0367
C: 2.22 2.61 -1.58  -0.0675
C: 1.42 1.61 -0.77  -0.4066
C: 0.15 2.25 -0.28  -0.2178
O: -0.47 1.38 0.63  -0.2486
C: -1.71 1.79 1.12  -0.0878
N: 1.11 0.39 -1.55  0.0365
H: 1.58 3.00 -2.39  0.0829
H: 3.10 2.17 -2.04  0.0755
H: 2.53 3.49 -1.01  0.0764
H: 1.97 1.29 0.12  0.1398
H: -0.51 2.48 -1.13  0.1413
H: 0.44 3.19 0.23  0.1334
H: -1.84 1.37 2.11  0.0962
H: -2.52 1.42 0.47  0.0829
H: -1.81 2.89 1.14  0.0852
H: 1.99 -0.04 -1.81  0.0934
H: 0.61 0.63 -2.40  0.1084

LUMO level (spin up / spin down) ... 2.89 / 2.87 eV
Net charge ... -1
Multiplicity ... 6
E_tot ... -1776.13758 a.u.
<S²> ... 8.754
Orbital gap (spin up / spin down) ... 0.240 / 0.264 hartree
M ... 249.0 g/mol

No. 2
The following is a DFT calculation (ωB97M-V/def2-TZVPD) of a molecular structure, C8H25NP2Re.

Last column: Löwdin charge in e.
Element x y z (Å)
Re: -0.94 0.04 -0.14  0.5674
H: 2.59 3.55 0.31  0.2167
H: 2.46 -3.59 0.42  0.2270
P: 0.27 2.08 -0.58  0.6924
P: 0.14 -2.09 -0.59  0.6988
C: -1.23 -2.86 0.35  -0.3157
H: -1.22 -3.92 0.12  0.0505
H: -1.05 -2.73 1.43  0.0365
H: -2.20 -2.42 0.08  0.0404
C: -0.39 -2.67 -2.27  -0.2630
H: 0.24 -2.20 -3.05  0.0551
H: -0.29 -3.75 -2.36  0.0424
H: -1.44 -2.40 -2.48  0.0584
C: 1.52 -3.58 -0.36  -0.1789
H: 1.58 -4.03 0.70  0.1719
H: 0.90 -4.47 -0.65  0.1203
H: 2.28 -3.66 -1.15  0.1194
C: -0.44 2.63 -2.22  -0.2605
H: -0.27 3.70 -2.34  0.0419
H: 0.07 2.11 -3.04  0.0529
H: -1.52 2.42 -2.30  0.0515
C: -0.97 2.96 0.46  -0.3145
H: -0.73 2.81 1.52  0.0360
H: -0.86 4.01 0.20  0.0454
H: -1.99 2.62 0.24  0.0418
C: 1.70 3.52 -0.54  -0.1722
H: 2.38 3.40 -1.38  0.0989
H: 1.07 4.35 -0.88  0.0930
H: 2.00 4.19 0.43  0.1939
H: 0.35 -0.02 -1.13  -0.1166
H: -2.44 0.11 -0.93  -0.1027
C: -0.26 -0.02 4.16  -0.0380
C: -0.07 -0.03 2.72  -0.1222
N: -0.37 -0.01 1.58  -0.1669
H: 0.58 -0.53 4.67  0.1013
H: -1.17 -0.51 4.44  0.0978
H: -0.27 1.01 4.55  0.0994

LUMO level (spin up / spin down) ... -6.39 / -7.00 eV
Net charge ... +2
Multiplicity ... 4
E_tot ... -1134.44626 a.u.
<S²> ... 3.807
Orbital gap (spin up / spin down) ... 0.205 / 0.220 hartree
M ... 383.4 g/mol